Density functional theory data (ωB97M-V with the def2-TZVPD basis set) for a molecular structure, C5H6O2.

Last column: natural (NBO) charge in e.
CARTESIAN COORDINATES (ANGSTROEM)
1 C -0.74469 -0.70760 -0.32466  -0.051
2 C -0.14773 0.44401 0.36975  -0.079
3 O 0.98081 0.28405 -0.42723  -0.588
4 C 1.62451 -1.42080 0.00071  0.360
5 O 2.04765 -1.48268 1.12758  -0.575
6 C -0.86823 1.70936 0.19864  -0.039
7 C -1.49507 2.72723 0.05908  -0.190
8 H -1.17830 -1.57321 0.17169  0.214
9 H 0.55463 -1.83805 -0.24056  0.091
10 H -0.97404 -0.55919 -1.37286  0.229
11 H 0.04868 0.24477 1.43494  0.228
12 H 2.19605 -1.46431 -0.94044  0.161
13 H -2.04427 3.63642 -0.05662  0.240

Output
Net charge: 0
Relative energy (zero: lowest compared OMol25 entry of this formula, charge and spin): 7.067 eV
LUMO energy (alpha / beta): -1.4 / -1.4 eV
Total energy: -344.34219 a.u.
Maximum force: 0.53 eV/A
Multiplicity: 1
Molecular weight: 98.10 g/mol